# 1
{
  "formula": "C4H12NOS",
  "method": "ωB97M-V with the def2-TZVPD basis set",
  "symbols": ["C", "C", "S", "C", "N", "C", "H", "H", "H", "H", "H", "H", "H", "H", "H", "H", "H", "H", "O"],
  "xyz": [[-0.394, 0.625, 0.811], [-1.750, 0.149, 0.282], [-3.096, 0.414, 1.493], [0.732, 0.567, -0.213], [1.211, -0.837, -0.445], [1.108, -1.247, -1.841], [-0.157, 0.067, 1.717], [-0.524, 1.647, 1.161], [-2.012, 0.667, -0.644], [-1.697, -0.933, 0.111], [1.573, 1.201, 0.113], [0.367, 0.988, -1.157], [0.544, -1.395, 0.077], [1.787, -0.702, -2.481], [1.325, -2.318, -1.903], [0.079, -1.177, -2.217], [3.276, 0.229, -0.597], [4.741, 0.108, -0.191], [4.174, 0.193, -0.965]],
  "total_charge": -1,
  "relative_energy_kj_mol": 71.9,
  "orbital_gap_ev": 5.6,
  "mol_weight_g_mol": 122.21,
  "energy_ha": -687.800654
}



# 2
{
  "formula": "C4H12NOS",
  "method": "ωB97M-V with the def2-TZVPD basis set",
  "symbols": ["C", "C", "S", "C", "H", "H", "H", "H", "H", "H", "H", "H", "N", "C", "O", "H", "H", "H", "H"],
  "xyz": [[2.464, -0.040, -0.171], [1.703, 0.536, 1.005], [1.181, -0.794, 2.168], [-0.545, -1.002, 1.689], [2.790, 0.775, -0.830], [1.807, -0.639, -0.799], [3.327, -0.670, 0.054], [0.764, 0.957, 0.630], [2.272, 1.290, 1.543], [-1.138, -0.246, 2.203], [-0.607, -0.919, 0.614], [-0.863, -2.003, 1.970], [-2.312, -0.435, -1.387], [-1.646, 0.868, -1.252], [-0.330, 0.765, -1.081], [-1.693, -1.040, -1.916], [-3.184, -0.350, -1.893], [-1.877, 1.517, -2.126], [-2.113, 1.430, -0.420]],
  "relative_energy_kj_mol": 130.4,
  "orbital_gap_ev": [8.8, 6.0],
  "mol_weight_g_mol": 122.21,
  "energy_ha": -687.685994,
  "multiplicity": 2
}



# 3
{
  "formula": "C4H12NOS",
  "method": "ωB97M-V with the def2-TZVPD basis set",
  "symbols": ["C", "O", "C", "C", "C", "S", "N", "H", "H", "H", "H", "H", "H", "H", "H", "H", "H", "H", "H"],
  "xyz": [[1.267, 0.863, -0.554], [1.923, 1.790, 0.243], [0.051, 0.390, 0.209], [-0.904, -0.372, -0.675], [-0.585, -1.910, -0.648], [-0.547, -2.622, 1.099], [-0.389, 1.711, 0.957], [1.879, -0.099, -0.853], [1.008, 1.401, -1.519], [2.845, 1.675, 0.387], [0.382, -0.147, 1.147], [-1.015, 0.064, -1.668], [-1.873, -0.444, -0.413], [0.492, -2.145, -0.947], [-1.414, -2.650, -0.944], [-1.388, -3.471, 0.677], [-1.144, 1.271, 1.598], [0.337, 2.221, 1.411], [-0.924, 2.475, 0.493]],
  "total_charge": 1,
  "relative_energy_kj_mol": 200.9,
  "orbital_gap_ev": 9.3,
  "smiles": "[NH3+][C@H](CO)CCS",
  "mol_weight_g_mol": 122.21,
  "energy_ha": -687.468996
}



# 4
{
  "formula": "C4H12NOS2",
  "method": "ωB97M-V with the def2-TZVPD basis set",
  "symbols": ["C", "C", "S", "S", "H", "H", "H", "H", "H", "H", "C", "O", "C", "N", "H", "H", "H", "H", "H", "H"],
  "xyz": [[-0.613, 2.377, 2.277], [-0.694, 0.864, 2.390], [-1.180, 0.139, 0.796], [-0.991, -1.899, 1.144], [-1.599, 2.806, 2.109], [0.027, 2.706, 1.460], [-0.217, 2.828, 3.203], [-1.469, 0.585, 3.116], [0.256, 0.414, 2.683], [0.081, -3.000, -0.576], [1.178, -1.699, -1.463], [0.712, -3.030, -1.333], [0.206, -0.799, -2.198], [0.725, 0.565, -2.168], [1.345, -1.242, -0.494], [2.140, -1.713, -1.983], [0.063, -1.095, -3.237], [-0.754, -0.870, -1.675], [0.208, 1.138, -2.818], [0.576, 0.927, -1.235]],
  "total_charge": -2,
  "relative_energy_kj_mol": 0.0,
  "orbital_gap_ev": [2.2, 6.0],
  "mol_weight_g_mol": 154.28,
  "energy_ha": -1085.887966,
  "multiplicity": 2
}



# 5
{
  "formula": "C4H12NOSi",
  "method": "ωB97M-V with the def2-TZVPD basis set",
  "symbols": ["C", "C", "C", "C", "N", "O", "Si", "H", "H", "H", "H", "H", "H", "H", "H", "H", "H", "H", "H"],
  "xyz": [[-2.174, 0.944, -0.085], [1.708, -1.479, 1.643], [0.729, 1.799, -1.060], [-0.490, -1.148, -0.988], [1.475, -0.174, 1.141], [0.168, 0.304, 1.639], [-0.138, 0.462, 0.087], [-2.425, 1.814, -0.726], [-2.548, -0.003, -0.604], [-2.528, 1.244, 0.939], [1.146, -2.276, 1.194], [2.776, -1.668, 1.562], [1.546, -1.576, 2.693], [1.589, 1.333, -1.563], [0.046, 2.188, -1.783], [1.197, 2.580, -0.503], [-0.934, -1.032, -1.958], [0.286, -1.889, -1.051], [-1.427, -1.421, -0.577]],
  "total_charge": -1,
  "relative_energy_kj_mol": 208.1,
  "orbital_gap_ev": 6.7,
  "mol_weight_g_mol": 118.23,
  "energy_ha": -579.049817
}



# 6
{
  "formula": "C4H12NP",
  "method": "ωB97M-V with the def2-TZVPD basis set",
  "symbols": ["C", "C", "C", "C", "N", "P", "H", "H", "H", "H", "H", "H", "H", "H", "H", "H", "H", "H"],
  "xyz": [[-1.250, 0.324, -2.054], [2.181, 0.029, 0.343], [-1.146, -1.445, 0.176], [-0.611, 1.299, 1.425], [1.057, -0.328, -0.645], [-0.539, 0.112, -0.498], [-0.739, 0.997, -2.712], [-2.306, 0.419, -1.863], [1.768, -0.341, 1.306], [2.961, -0.747, -0.022], [2.656, 0.917, 0.329], [-0.254, -2.115, 0.577], [-1.774, -1.322, 1.098], [-1.425, -2.049, -0.697], [0.031, 0.899, 2.213], [-0.218, 2.397, 1.134], [-1.696, 1.210, 1.507], [1.303, -0.256, -1.616]],
  "relative_energy_kj_mol": 366.5,
  "orbital_gap_ev": 8.2,
  "smiles": "C=P(C)(C)NC",
  "mol_weight_g_mol": 105.12,
  "energy_ha": -555.576770
}